Record 1
Entry from the Open Molecules 2025 dataset: a structure of composition C44H116F3N10O12Zn at a distorted geometry (ωB97M-V/def2-TZVPD).

Each line ends with the Mulliken charge.
Atoms and positions in Å:
Zn: -0.95909 -8.07069 2.61104  0.739
C: -0.38878 -2.45307 2.44385  -0.042
O: -1.48958 -2.46676 1.46081  -0.165
O: -0.23864 -3.84186 2.77278  -0.420
C: 0.75563 -1.54038 1.92592  0.852
F: 0.70664 -1.40983 0.58844  -0.241
F: 0.63655 -0.35965 2.46521  -0.238
F: 1.96289 -1.89908 2.25794  -0.256
C: -2.29619 -1.34551 1.35866  -0.092
C: -3.19378 -1.56559 0.13057  -1.301
H: -3.94028 -0.80785 -0.10750  0.401
H: -2.61882 -1.78252 -0.76968  0.313
H: -3.82302 -2.45355 0.19124  0.277
H: -1.70078 -0.46742 1.10858  0.293
H: -2.85752 -1.14278 2.27075  0.340
H: -0.84883 -1.99572 3.31979  0.360
C: -2.88307 3.47630 -5.15908  -1.300
C: -3.85902 3.38817 -6.33049  0.507
C: -5.13815 4.27047 -6.16318  -0.750
O: -5.79880 4.19222 -4.87460  -0.330
C: -6.38368 2.91730 -4.64519  -0.726
N: -3.14011 3.80512 -7.50382  -0.767
H: -2.63316 4.49773 -4.87217  0.339
H: -1.96880 2.90916 -5.33391  0.378
H: -3.38242 3.14917 -4.24708  0.314
H: -4.11328 2.36076 -6.59102  0.253
H: -5.86557 4.12461 -6.96174  0.386
H: -4.85863 5.31488 -6.30165  0.329
H: -7.22405 2.90314 -5.33920  0.319
H: -6.70678 2.92188 -3.60419  0.208
H: -5.71885 2.08255 -4.86723  0.308
H: -2.80844 4.74646 -7.34902  0.284
H: -3.76957 3.88721 -8.28940  0.244
C: -6.40199 -0.47465 9.78180  -1.387
C: -7.30449 0.71093 9.49762  0.724
C: -7.67484 0.89785 8.04141  -0.775
O: -6.46163 1.28836 7.36743  -0.214
C: -6.69033 1.76289 6.06318  -0.846
N: -8.47079 0.56721 10.37112  -0.662
H: -5.53303 -0.51669 9.12512  0.314
H: -6.83319 -1.46217 9.61760  0.356
H: -6.04941 -0.42478 10.81199  0.358
H: -6.84126 1.65602 9.78104  0.123
H: -8.32800 1.76819 7.97835  0.336
H: -8.10791 0.05203 7.50743  0.368
H: -7.16395 0.96167 5.49586  0.334
H: -5.72637 1.78732 5.55497  0.250
H: -7.23450 2.70388 5.98243  0.308
H: -8.27295 0.34978 11.33739  0.212
H: -9.17991 1.28470 10.32158  0.201
C: 4.39891 9.37727 -2.26115  -1.310
C: 4.67227 8.42007 -3.39050  0.465
C: 4.10106 6.99258 -3.19314  -0.713
O: 4.58187 6.39942 -1.98917  -0.332
C: 4.38917 4.96061 -1.95022  -0.724
N: 4.14243 9.04153 -4.62335  -0.736
H: 5.02111 10.26225 -2.39454  0.356
H: 4.71660 8.92701 -1.32070  0.325
H: 3.37035 9.70153 -2.10300  0.331
H: 5.75076 8.32385 -3.51586  0.244
H: 4.24445 6.35544 -4.06583  0.390
H: 3.01108 6.99110 -3.18621  0.308
H: 5.05303 4.59054 -2.73153  0.298
H: 3.35761 4.63005 -2.07147  0.286
H: 4.60045 4.53932 -0.96738  0.253
H: 3.18569 9.24273 -4.36984  0.295
H: 3.97064 8.32830 -5.31753  0.265
C: -5.12896 -6.64558 1.69773  -1.377
C: -4.69733 -7.86284 0.85368  0.197
C: -3.82178 -7.59088 -0.42535  -0.859
O: -2.51425 -7.23576 -0.10852  -0.193
C: -1.70965 -6.92058 -1.19973  -0.792
N: -3.90305 -8.66077 1.71411  -0.559
H: -5.52321 -6.91749 2.67688  0.426
H: -5.91044 -6.15641 1.11628  0.347
H: -4.28989 -5.97161 1.87042  0.304
H: -5.54379 -8.52520 0.67230  0.470
H: -4.27586 -6.71561 -0.88991  0.353
H: -3.74292 -8.41253 -1.13723  0.479
H: -1.75948 -7.62971 -2.02603  0.325
H: -0.64676 -6.87530 -0.96243  0.266
H: -2.05492 -5.95396 -1.56652  0.287
H: -4.49337 -8.81278 2.51941  0.256
H: -3.94957 -9.59511 1.33340  0.241
C: -1.45672 3.72685 10.22549  -1.363
C: -1.11414 3.77329 8.79224  0.642
C: -0.63268 2.48838 8.10075  -0.720
O: 0.56787 1.91836 8.71455  -0.385
C: 1.69144 2.79635 8.49006  -0.779
N: -2.23652 4.44376 8.09603  -0.740
H: -2.01809 4.56432 10.63973  0.395
H: -0.53530 3.52397 10.77133  0.287
H: -2.15216 2.90154 10.37822  0.294
H: -0.25410 4.44064 8.73675  0.236
H: -0.53602 2.62177 7.02326  0.402
H: -1.44475 1.76130 8.09950  0.369
H: 2.61428 2.22055 8.56018  0.286
H: 1.75116 3.70569 9.08808  0.266
H: 1.70672 3.13508 7.45414  0.333
H: -1.93892 4.57837 7.14031  0.246
H: -2.96411 3.74919 8.00500  0.233
C: -6.75160 -2.80851 -8.57007  -1.368
C: -6.29054 -3.48143 -7.31625  0.543
C: -4.70736 -3.60525 -7.19720  -0.614
O: -4.04677 -4.40845 -8.13569  -0.320
C: -2.67208 -4.36068 -8.00143  -0.690
N: -6.94597 -2.87342 -6.16238  -0.688
H: -6.26109 -3.32375 -9.39592  0.329
H: -6.45529 -1.76140 -8.63226  0.297
H: -7.83929 -2.83830 -8.63440  0.380
H: -6.67095 -4.50062 -7.38445  0.223
H: -4.47565 -3.87787 -6.16759  0.292
H: -4.39710 -2.56280 -7.26894  0.310
H: -2.33362 -3.33073 -7.88861  0.324
H: -2.18865 -4.75849 -8.89370  0.254
H: -2.30477 -4.94380 -7.15694  0.262
H: -6.59817 -3.31469 -5.32309  0.212
H: -7.93638 -3.01029 -6.30545  0.256
C: 5.20082 -5.12739 -10.10547  -1.453
C: 4.61626 -3.82743 -9.57853  0.378
C: 4.66381 -3.78548 -8.02363  -0.586
O: 4.13453 -2.52364 -7.70717  -0.322
C: 3.99066 -2.29028 -6.28185  -0.808
N: 5.44305 -2.74610 -10.12838  -0.732
H: 6.12304 -5.36102 -9.57346  0.346
H: 5.35152 -5.17063 -11.18414  0.389
H: 4.43729 -5.86438 -9.85658  0.357
H: 3.61187 -3.72081 -9.98834  0.293
H: 5.68339 -3.86372 -7.64621  0.340
H: 4.01274 -4.56233 -7.62275  0.358
H: 4.84085 -2.59920 -5.67369  0.317
H: 3.12620 -2.79783 -5.85383  0.288
H: 3.94870 -1.24600 -5.97229  0.295
H: 5.27805 -1.91267 -9.58223  0.280
H: 6.42322 -2.88843 -9.93062  0.260
C: 10.07210 2.67994 -0.37066  -1.361
C: 10.06054 1.71061 -1.52361  0.416
C: 9.28803 0.35936 -1.39770  -0.710
O: 9.85809 -0.47588 -0.46961  -0.307
C: 9.04369 -1.65237 -0.33600  -0.768
N: 9.62485 2.40399 -2.74031  -0.698
H: 10.87820 3.39985 -0.51222  0.371
H: 10.44650 2.15016 0.50527  0.329
H: 9.08892 3.13677 -0.25761  0.343
H: 11.10699 1.41823 -1.61049  0.272
H: 9.25724 -0.15525 -2.35808  0.369
H: 8.25378 0.52684 -1.09707  0.307
H: 9.40408 -2.21556 0.52483  0.275
H: 9.07110 -2.31591 -1.20033  0.306
H: 8.00572 -1.47172 -0.05658  0.317
H: 10.34861 3.08441 -2.92280  0.301
H: 8.78940 2.93421 -2.53786  0.239
C: -3.07540 9.22156 0.50924  -1.343
C: -3.15705 7.87092 -0.22106  0.467
C: -3.56266 6.70355 0.70195  -0.705
O: -2.68731 6.58860 1.80103  -0.342
C: -1.40897 5.99649 1.53617  -0.710
N: -4.12358 8.01385 -1.28983  -0.724
H: -2.81378 10.05928 -0.13721  0.377
H: -2.37087 9.24469 1.34062  0.325
H: -3.98408 9.61002 0.96915  0.336
H: -2.14137 7.64454 -0.54549  0.203
H: -3.62986 5.72185 0.23307  0.374
H: -4.58012 6.93465 1.01733  0.363
H: -1.49806 4.93381 1.31067  0.283
H: -0.77673 5.95258 2.42298  0.277
H: -0.83507 6.49179 0.75296  0.276
H: -4.32643 7.10619 -1.68365  0.233
H: -4.98733 8.18552 -0.79530  0.311
C: 6.12835 -8.13794 5.12770  -1.285
C: 6.03774 -7.44029 6.47654  0.578
C: 6.68542 -6.04636 6.42415  -0.707
O: 8.06300 -6.10740 6.03275  -0.336
C: 8.94987 -6.48227 7.07899  -0.686
N: 4.61343 -7.34821 6.77368  -0.759
H: 7.08832 -7.98085 4.63589  0.344
H: 5.42369 -7.77727 4.37840  0.321
H: 6.01380 -9.21366 5.26112  0.310
H: 6.43618 -8.11401 7.23512  0.250
H: 6.58074 -5.46279 7.33881  0.392
H: 6.26603 -5.45792 5.60808  0.265
H: 8.71517 -7.43799 7.54762  0.268
H: 8.93058 -5.69703 7.83472  0.291
H: 9.95118 -6.63398 6.67591  0.261
H: 4.53332 -6.94550 7.69645  0.248
H: 4.10357 -6.67409 6.22078  0.253

As for the calculated total energy: -5274.52726 Ha. The multiplicity is 1. For the frontier orbital gap, the calculation gives 1.24 eV. The total charge is +1. Its energy above the lowest of the compared OMol25 structures with the same formula, charge and spin is 1570.6 kJ/mol.

=====

Record 2
Entry from the Open Molecules 2025 dataset: the molecule C18H15F4NO2 (ωB97M-V/def2-TZVPD).

Each line ends with the natural charge from an NBO analysis.
Atoms and positions in Å:
O: 0.78645 1.01848 0.94466  -0.633
C: 0.95094 0.38778 -0.07937  0.683
C: 2.05792 0.70874 -1.07545  -0.496
C: 1.50831 0.91585 -2.49638  -0.509
C: 0.09404 1.47231 -2.46508  0.591
O: -0.81307 0.91519 -3.04022  -0.540
C: -0.12828 2.68269 -1.63926  -0.198
C: -1.37543 2.82409 -1.03026  -0.124
C: -1.64407 3.90031 -0.21028  -0.281
C: -0.65408 4.84884 -0.02151  0.422
F: -0.90429 5.90641 0.77144  -0.318
C: 0.58297 4.75092 -0.63513  -0.284
C: 0.84459 3.65972 -1.43985  -0.147
N: 0.15720 -0.64018 -0.44175  -0.618
C: -0.97882 -1.04427 0.36294  -0.278
C: -0.58273 -2.11193 1.35521  0.090
C: -0.07979 -1.71750 2.58962  -0.218
C: 0.33384 -2.65021 3.52311  -0.186
C: 0.24973 -4.00253 3.23752  -0.215
C: -0.23636 -4.41724 2.01158  -0.169
C: -0.64370 -3.47803 1.07127  -0.193
C: -1.15415 -3.95736 -0.25930  0.976
F: -1.05763 -5.28306 -0.41606  -0.319
F: -2.44980 -3.65188 -0.46503  -0.326
F: -0.47886 -3.41542 -1.29680  -0.338
H: 2.78426 -0.10643 -1.07358  0.236
H: 2.55532 1.60687 -0.70974  0.237
H: 2.15370 1.60024 -3.04984  0.236
H: 1.47647 -0.02553 -3.04868  0.229
H: -2.12298 2.06478 -1.20364  0.233
H: -2.59768 4.01337 0.28033  0.233
H: 1.32187 5.51967 -0.47265  0.233
H: 1.80150 3.58997 -1.93339  0.213
H: 0.34714 -1.16778 -1.27807  0.410
H: -1.30541 -0.15745 0.91368  0.238
H: -1.78078 -1.37154 -0.29949  0.226
H: -0.00578 -0.66195 2.80194  0.237
H: 0.72095 -2.32102 4.47526  0.219
H: 0.56476 -4.73589 3.96334  0.219
H: -0.29826 -5.46906 1.77892  0.230

As for the calculated total energy: -1299.67112 Ha. The structure (SMILES) is O=C(CCC(=O)c1ccc(F)cc1)NCc1ccccc1C(F)(F)F. The multiplicity is 1. For the frontier orbital gap, the calculation gives 9.74 eV. Its energy above the lowest of the compared OMol25 structures with the same formula, charge and spin is 0.0 kJ/mol.

=====

Record 3
Entry from the Open Molecules 2025 dataset: a cluster of 2 separate species, C27H25FO5 in total at a distorted geometry (ωB97M-V/def2-TZVPD).

Each line ends with the natural charge from an NBO analysis.
Atoms and positions in Å:
C: -1.15239 5.33058 4.50469  -0.254
O: -0.40936 4.09736 4.39074  -0.505
C: -0.44995 3.44993 3.19664  0.288
C: 0.30132 2.25266 3.09624  -0.271
C: 0.31966 1.55551 1.90401  -0.204
C: -0.37927 2.04015 0.79231  -0.041
C: -0.37591 1.24313 -0.50573  -0.422
C: -1.46213 0.25252 -0.53441  -0.491
C: -2.78390 0.66679 -0.93934  0.764
O: -3.05418 1.77180 -1.37666  -0.676
O: -3.79114 -0.27354 -0.84022  -0.549
C: -3.57816 -1.33855 0.10420  0.538
C: -3.67086 -0.83353 1.53680  -0.670
C: -4.64329 -2.40441 -0.18359  -0.623
O: -2.29525 -1.95563 -0.14107  -0.557
C: -1.20784 -1.10707 -0.16944  0.755
O: -0.10910 -1.55458 0.11321  -0.747
C: -1.16328 3.18617 0.90223  -0.138
C: -1.19428 3.91333 2.08405  -0.331
H: -0.96553 5.67455 5.52058  0.196
H: -0.79408 6.07269 3.77917  0.178
H: -2.22530 5.15457 4.35276  0.180
H: 0.85510 1.90640 3.96474  0.213
H: 0.86209 0.61156 1.81057  0.211
H: -0.53326 1.92059 -1.35718  0.220
H: 0.56304 0.68678 -0.58836  0.190
H: -2.91377 -0.06694 1.74799  0.241
H: -4.67002 -0.41447 1.70715  0.218
H: -3.53574 -1.67803 2.22335  0.213
H: -4.56062 -2.74762 -1.21667  0.222
H: -4.51273 -3.25871 0.48362  0.212
H: -5.64138 -1.98865 -0.03040  0.217
H: -1.77003 3.49660 0.04967  0.230
H: -1.78944 4.82551 2.14839  0.213
F: 2.26166 -6.43278 0.55174  -0.302
C: 2.44270 -5.13926 0.14482  0.503
C: 3.09228 -4.25359 1.00582  -0.302
C: 3.27040 -2.95034 0.57538  -0.041
C: 2.79863 -2.49082 -0.69766  -0.188
C: 3.03447 -1.12975 -1.02796  0.158
C: 2.78350 -0.40540 -2.22442  -0.091
C: 3.18013 0.97329 -2.25404  -0.105
C: 2.96368 1.77055 -3.36430  -0.220
C: 2.33254 1.24015 -4.50149  -0.094
C: 1.94058 -0.10311 -4.50894  -0.223
C: 2.17482 -0.91558 -3.40774  -0.098
C: 2.13137 -3.45005 -1.51076  -0.030
C: 1.96156 -4.76698 -1.10650  -0.288
H: 3.44115 -4.57918 1.98227  0.254
H: 3.77025 -2.22458 1.21784  0.225
H: 3.52950 -0.55423 -0.24066  0.221
H: 3.67411 1.37534 -1.36734  0.226
H: 3.28818 2.81225 -3.35316  0.236
H: 2.15584 1.86633 -5.37301  0.233
H: 1.45332 -0.53095 -5.38727  0.236
H: 1.88649 -1.95554 -3.46997  0.205
H: 1.71191 -3.16139 -2.46367  0.214
H: 1.45190 -5.48181 -1.74903  0.254

As for the calculated total energy: -1519.84094 Ha. The multiplicity is 1. For the frontier orbital gap, the calculation gives 2.57 eV. Its energy above the lowest of the compared OMol25 structures with the same formula, charge and spin is 0.0 kJ/mol.

=====

Record 4
Entry from the Open Molecules 2025 dataset: a structure of composition C8H11IN3O2P at a distorted geometry (ωB97M-V/def2-TZVPD).

Each line ends with the natural charge from an NBO analysis.
Atoms and positions in Å:
C: 2.97566 -0.84129 0.62605  0.051
C: 0.62107 -1.75002 1.38444  -0.036
C: 2.90887 -1.69303 1.73365  0.023
C: 0.68267 -0.92363 0.20552  0.477
C: 4.19104 -2.22544 2.33788  0.633
C: -1.94881 2.57912 -1.99898  -0.710
C: -0.44632 0.12528 -1.67578  -0.048
C: -1.17971 1.79076 -1.00730  -0.377
N: 1.70897 -2.20605 2.11883  -0.368
N: 1.93591 -0.51510 -0.11856  -0.447
N: 4.05478 -3.33519 2.98679  -0.794
O: 5.27361 -1.71549 2.26601  -0.615
O: -0.42574 -0.77362 -0.55659  -0.504
P: -2.10877 0.94178 0.43197  0.311
I: 0.42252 2.98311 -0.12257  0.116
H: 3.94490 -0.36981 0.40508  0.225
H: -0.37706 -2.31351 1.67323  0.214
H: -1.50519 3.53250 -2.16573  0.231
H: -2.92797 2.68023 -1.63953  0.229
H: -1.82935 2.05828 -2.88217  0.218
H: -1.14794 -0.28927 -2.35364  0.198
H: 0.51971 0.46681 -2.00186  0.221
H: 3.24012 -3.81826 3.32835  0.419
H: 4.94730 -3.52346 3.45713  0.403
H: -3.06121 1.93020 0.79799  -0.036
H: -3.19412 0.35280 -0.17654  -0.034

As for the calculated total energy: -1265.13703 Ha. The multiplicity is 1. For the frontier orbital gap, the calculation gives 8.97 eV. Its energy above the lowest of the compared OMol25 structures with the same formula, charge and spin is 0.0 kJ/mol.

=====

Question: Which of these has the highest energy above the lowest of the compared OMol25 structures with the same formula, charge and spin?
Answer: C44H116F3N10O12Zn